1.
Computed, not measured: 2 unconnected molecules or ions with the total composition C4H12O in a non-equilibrium geometry, with ωB97M-V with the def2-TZVPD basis set.

CARTESIAN COORDINATES (ANGSTROEM)
H (3.3787, 0.9047, 1.3072)
H (-1.0014, -1.6231, -2.5266)
H (-2.6836, 0.9519, -0.9632)
C (-1.0340, -0.1088, -0.9504)
H (-0.1154, 0.4656, -1.1240)
H (0.9279, 0.3135, 1.0216)
H (3.4473, -0.1708, 2.6751)
H (-2.5707, -0.9066, -2.2625)
H (1.9331, -1.0854, 0.7404)
H (2.3353, 1.2662, 2.6646)
O (-1.9790, 0.7367, -0.3505)
H (-0.7807, -0.9344, -0.2765)
C (-1.5019, -0.6904, -2.2932)
H (-1.2997, 0.0222, -3.0984)
C (1.6069, -0.3717, 1.5035)
H (1.1914, -0.9611, 2.3125)
C (2.7649, 0.4476, 2.0932)

Atomic forces in eV per Å
H -0.166 -0.036 0.041
H 0.212 -0.099 -0.030
H 0.015 -0.042 -0.166
C 0.418 -0.537 -0.889
H 0.020 -0.133 0.081
H -0.618 -0.054 0.145
H -0.143 0.127 0.277
H -0.057 -0.003 0.016
H 0.138 0.094 0.065
H 0.247 -0.041 0.393
O -0.296 0.223 0.560
H -0.202 0.233 0.153
C 0.024 0.469 0.219
H -0.172 -0.127 0.001
C 1.167 -0.094 0.018
H -0.678 0.087 -0.040
C 0.092 -0.068 -0.846

As for the charge: 0. The value obtained for the LUMO energy is 1.0 eV. The calculation puts the highest occupied orbital energy at -0.3767 Ha. As for the SMILES: CCO.CC. For the largest force on an atom, the calculation gives 1.17 eV Å⁻¹. For the gap between HOMO and LUMO, the calculation gives 0.414 Eh.

Mulliken atomic charge list, values in e, 2 entries:
1 H 0.296
2 H 0.357


2.
Computed, not measured: 2 unconnected molecules or ions with the total composition C4H12O in a non-equilibrium geometry, with ωB97M-V with the def2-TZVPD basis set.

CARTESIAN COORDINATES (ANGSTROEM)
C (-2.5526, -0.2834, 0.3857)
H (2.8857, 0.6756, 1.9921)
C (2.4839, 0.1179, 1.1406)
H (3.3627, 0.8645, -0.6355)
H (1.6049, 1.0158, -0.6925)
H (1.5335, -0.3697, 1.3347)
C (-1.8805, -0.9642, -0.8004)
C (2.4775, 1.1398, -0.0564)
H (-3.2849, 0.4736, 0.0747)
H (-3.1169, -0.9780, 0.9992)
H (3.2607, -0.6108, 0.9506)
H (-2.2394, 0.0969, -2.4392)
H (-1.9327, -2.0420, -0.6930)
H (-0.7985, -0.7928, -0.7890)
H (-1.8278, 0.2625, 0.9762)
H (2.5059, 2.1502, 0.3171)
O (-2.4814, -0.7560, -2.0650)

Atomic forces in eV per Å
C -0.459 0.636 -0.308
H -0.568 -0.295 0.309
C 0.723 1.231 -0.512
H -0.128 0.704 -0.203
H -0.050 0.033 -0.074
H 0.011 0.119 0.197
C 0.230 -0.754 0.082
C 0.000 -1.601 0.521
H 0.178 -0.187 -0.254
H 0.134 -0.133 0.186
H -0.153 -0.543 -0.106
H 0.045 0.017 0.221
H -0.187 -0.250 0.230
H -0.055 0.492 -0.309
H 0.159 -0.098 0.376
H 0.145 0.346 -0.137
O -0.024 0.281 -0.220

As for the charge: 0. The value obtained for the LUMO energy is 0.9 eV. The calculation puts the highest occupied orbital energy at -0.3841 Ha. As for the SMILES: CCO.CC. For the largest force on an atom, the calculation gives 1.68 eV Å⁻¹. For the gap between HOMO and LUMO, the calculation gives 0.416 Eh.

Mulliken atomic charge list, values in e, 2 entries:
1 C -0.849
2 H 0.271


3.
Computed, not measured: 3 unconnected molecules or ions with the total composition C4H12O2 in a non-equilibrium geometry, with ωB97M-V with the def2-TZVPD basis set.

CARTESIAN COORDINATES (ANGSTROEM)
H (-0.2896, 0.2389, 3.1502)
O (0.5577, 3.3135, 1.0944)
H (0.1763, 3.4011, 0.2125)
C (1.7669, -0.7287, -0.9499)
C (0.3318, -1.0363, -0.5278)
C (-0.7232, -0.5108, -1.1559)
H (-2.4404, -1.9069, -1.4703)
H (-2.9000, -0.1891, -1.0444)
H (2.4560, -0.9745, -0.1492)
O (0.1748, 0.1697, 2.2983)
H (1.1149, 0.2422, 2.4922)
H (1.9478, 0.3152, -1.2123)
H (-0.5595, 0.2501, -1.9068)
H (1.8812, -1.3990, -1.8056)
C (-2.1766, -1.0004, -0.9389)
H (-2.2057, -1.1555, 0.1317)
H (0.7689, 2.4019, 1.3026)
H (0.1185, -1.4314, 0.4791)

Atomic forces in eV per Å
H 0.384 0.028 -0.411
O 0.097 0.782 0.189
H 0.169 -0.561 0.269
C -1.040 -0.543 0.397
C -0.501 1.702 0.831
C -0.724 -0.945 -0.439
H -0.012 0.078 -0.198
H -0.023 -0.176 -0.657
H 0.237 -0.249 -0.068
O -0.229 0.150 0.345
H -0.047 -0.094 0.207
H -0.226 -0.091 -0.258
H 0.053 -0.174 -0.561
H 0.814 0.313 0.000
C 1.328 1.545 1.228
H -0.263 -0.735 0.396
H -0.383 -0.280 -0.456
H 0.367 -0.749 -0.814

As for the charge: 0. The value obtained for the LUMO energy is 0.5 eV. The calculation puts the highest occupied orbital energy at -0.3261 Ha. As for the SMILES: C/C=C/C.O.O. For the largest force on an atom, the calculation gives 2.38 eV Å⁻¹. For the gap between HOMO and LUMO, the calculation gives 0.346 Eh.

Mulliken atomic charge list, values in e, 2 entries:
1 H 0.273
2 O -0.645


4.
Computed, not measured: 3 unconnected molecules or ions with the total composition C4H12O2 in a non-equilibrium geometry, with ωB97M-V with the def2-TZVPD basis set.

CARTESIAN COORDINATES (ANGSTROEM)
C (0.1694, -0.1055, -0.8279)
H (1.7730, 0.9528, 2.4565)
H (-0.8472, -3.7761, 5.8114)
H (-0.6508, 2.9672, -2.2622)
H (1.4576, -0.0115, 1.3233)
C (-0.1051, 1.0353, -3.0325)
O (-0.6263, -3.1271, 5.1409)
H (-0.2703, 0.4215, -3.9239)
H (-1.6503, 0.0040, -1.7988)
H (1.2141, 0.0810, -0.9322)
H (-0.5733, 2.9558, -3.9934)
C (-0.5924, 0.2548, -1.8562)
O (1.9506, 0.0585, 2.1449)
C (-0.8826, 2.3619, -3.1462)
H (0.9552, 1.2625, -3.0013)
H (-1.9280, 2.1849, -3.1107)
H (-0.1391, -0.7557, -0.0230)
H (-1.2305, -3.3498, 4.4174)

Atomic forces in eV per Å
C -0.090 -0.395 -0.822
H 0.020 -0.095 0.000
H 0.062 -0.080 0.236
H -0.029 -0.059 -0.041
H -0.032 0.018 -0.050
C -0.750 0.298 -0.397
O -0.323 -0.111 -0.361
H -0.016 0.122 -0.092
H -0.003 0.096 -0.319
H 0.794 0.221 0.267
H -0.167 -0.010 -0.450
C 0.097 -0.122 0.911
O 0.028 0.111 0.067
C 1.310 -0.049 0.858
H 0.234 -0.217 0.285
H -1.059 -0.060 -0.342
H -0.333 0.147 0.118
H 0.256 0.186 0.134

As for the charge: 0. The value obtained for the LUMO energy is 0.9 eV. The calculation puts the highest occupied orbital energy at -0.3643 Ha. As for the SMILES: C=CCC.O.O. For the largest force on an atom, the calculation gives 1.57 eV Å⁻¹. For the gap between HOMO and LUMO, the calculation gives 0.397 Eh.

Mulliken atomic charge list, values in e, 2 entries:
1 C -0.847
2 H 0.313


5.
Computed, not measured: 2 unconnected molecules or ions with the total composition C4H12O2 in a non-equilibrium geometry, with ωB97M-V with the def2-TZVPD basis set.

CARTESIAN COORDINATES (ANGSTROEM)
H (2.6917, 0.6113, -0.4856)
H (-1.6721, 1.1249, -0.2733)
C (2.5229, 1.4720, 0.1665)
H (0.6201, 2.3389, -0.2904)
C (0.2683, 0.2852, 0.2683)
H (0.5996, -0.4571, 1.0010)
H (2.8782, 2.3101, -0.4301)
H (-1.3500, -1.4838, 0.4105)
H (3.0717, 1.3373, 1.0907)
O (-0.5515, -2.4746, -1.4427)
O (-1.9631, -0.7560, 0.5321)
H (0.8510, 2.0020, 1.4311)
H (-1.1929, -1.9376, -1.8772)
H (0.5018, -0.1383, -0.7134)
H (-1.3099, 0.9638, 1.4396)
H (-0.6220, -3.2889, -1.9594)
C (0.9974, 1.6113, 0.4261)
C (-1.2409, 0.4549, 0.4674)

Atomic forces in eV per Å
H 0.090 -0.146 0.204
H -0.100 -0.036 -0.255
C -0.836 -0.234 -0.588
H -0.324 0.036 0.047
C -0.534 -0.063 -0.322
H 0.207 0.113 0.091
H 0.266 0.250 0.440
H 0.092 -0.200 -0.108
H 0.266 0.092 -0.007
O 0.527 -0.984 0.003
O -0.221 0.028 -0.186
H -0.187 0.169 0.031
H -0.830 1.022 -0.293
H -0.102 0.008 -0.014
H -0.392 0.006 -0.073
H 0.286 -0.064 0.323
C 0.935 -0.284 -0.113
C 0.856 0.289 0.821

As for the charge: 0. The value obtained for the LUMO energy is 0.7 eV. The calculation puts the highest occupied orbital energy at -0.3670 Ha. As for the SMILES: CCCCO.O. For the largest force on an atom, the calculation gives 1.35 eV Å⁻¹. For the gap between HOMO and LUMO, the calculation gives 0.392 Eh.

Mulliken atomic charge list, values in e, 2 entries:
1 H 0.321
2 H 0.294


6.
Computed, not measured: 3 unconnected molecules or ions with the total composition C4H12O2 in a non-equilibrium geometry, with ωB97M-V with the def2-TZVPD basis set.

CARTESIAN COORDINATES (ANGSTROEM)
H (-3.5817, 2.2029, 2.2913)
H (2.0843, 1.1424, -0.8236)
O (-4.5084, 2.4495, 2.3680)
H (4.1036, -0.8942, 0.0228)
C (2.7729, 1.1986, 1.2200)
H (-5.5376, -2.6910, -1.3278)
H (3.6165, -1.1629, -2.7174)
C (2.6418, 0.5417, -0.1490)
H (-4.8331, 1.9478, 3.1375)
H (3.8107, 1.7000, 1.2675)
C (2.7168, -1.0969, -2.0369)
H (1.9734, -0.4639, -2.2611)
H (2.7345, 0.5978, 2.0761)
C (3.2642, -0.5622, -0.6331)
O (-4.5779, -2.6087, -1.0907)
H (2.1583, -2.0779, -1.9694)
H (-4.4006, -1.7197, -1.4283)
H (2.1883, 2.2064, 1.1082)

Atomic forces in eV per Å
H -0.002 -0.001 0.001
H -1.057 0.049 -0.588
O -0.202 -0.324 0.490
H -0.828 -0.767 -0.941
C 1.990 3.981 -2.931
H 1.243 -0.203 0.445
H -1.487 0.031 0.213
C 1.256 -1.112 0.512
H 0.206 0.320 -0.496
H -0.997 -0.952 -0.010
C 4.198 -2.850 2.636
H -2.234 2.742 -1.510
H -0.848 -0.687 1.179
C -1.454 1.111 0.098
O -1.546 0.356 -0.600
H 1.177 0.669 0.167
H 0.303 -0.148 0.158
H 0.283 -2.216 1.175

As for the charge: 0. The value obtained for the LUMO energy is 0.7 eV. The calculation puts the highest occupied orbital energy at -0.3281 Ha. As for the SMILES: C/C=C/C.O.O. For the largest force on an atom, the calculation gives 5.72 eV Å⁻¹. For the gap between HOMO and LUMO, the calculation gives 0.355 Eh.

Mulliken atomic charge list, values in e, 2 entries:
1 H 0.321
2 H 0.231


What energy above the lowest of the compared OMol25 structures with the same formula, charge and spin values result from the calculations? In sequence: 56.4, 81.1, 112.8, 81.4, 22.6, 195.6 kJ/mol.